#i
Molecular formula: C44H66O33
Method: DFT, wB97M-V/def2-TZVPD

Output
- 2S+1 = 1
- HOMO level (eV) = -10.4
- structure (SMILES) = C[C@H]1COC(=O)O1.C[C@H]1COC(=O)O1.C[C@H]1COC(=O)O1.C[C@H]1COC(=O)O1.C[C@H]1COC(=O)O1.C[C@H]1COC(=O)O1.C[C@H]1COC(=O)O1.C[C@H]1COC(=O)O1.C[C@H]1COC(=O)O1.C[C@H]1COC(=O)O1.C[C@H]1COC(=O)O1
- HOMO-LUMO gap (eV) = 10.232
- total charge = 0

Positions of all 143 atoms, in Å:
C -4.1450 -4.5880 -3.9072
C -3.2422 -3.4939 -3.4234
C -1.8501 -3.5116 -4.0891
O -1.5283 -2.1324 -4.0677
C -2.6507 -1.4077 -4.1507
O -2.7068 -0.2239 -4.1396
O -3.7066 -2.2545 -4.0044
H -5.1757 -4.3651 -3.6311
H -3.8586 -5.5827 -3.5652
H -4.1168 -4.6101 -4.9978
H -3.0858 -3.3420 -2.3572
H -2.0184 -3.8370 -5.1217
H -1.1153 -4.2105 -3.6991
C -0.4434 -1.8162 -1.1758
C -0.2280 -0.3462 -1.2032
C -0.9563 0.5151 -0.2083
O -0.0203 1.5700 0.0829
C 1.2199 1.1739 -0.3699
O 2.1939 1.8523 -0.3102
O 1.1495 -0.0420 -0.9169
H -1.5210 -1.9733 -1.1018
H 0.0154 -2.1971 -0.2561
H -0.0222 -2.3240 -2.0359
H -0.3325 -0.0493 -2.2573
H -1.1596 -0.1150 0.6557
H -1.7676 1.0537 -0.6894
C -0.8209 4.1638 -2.0808
C -0.0554 3.9142 -3.3903
C 1.5024 3.7900 -3.1436
O 1.8411 2.5905 -3.7944
C 0.7699 1.9467 -4.2534
O 0.7649 0.9246 -4.8560
O -0.3492 2.6290 -3.9295
H -0.2206 4.7218 -1.3534
H -0.9813 3.2627 -1.4885
H -1.7354 4.7117 -2.2702
H -0.2790 4.6590 -4.1522
H 1.7133 3.6318 -2.0842
H 2.0222 4.6531 -3.5531
C -0.2856 -9.0039 0.1852
C -0.8345 -7.9725 -0.7533
C -1.8298 -6.9922 -0.0439
O -1.3281 -5.7228 -0.4775
C -0.2318 -5.8424 -1.2359
O 0.3224 -4.9656 -1.8296
O 0.2441 -7.0880 -1.0944
H 0.5545 -8.6008 0.7496
H -0.0036 -9.9498 -0.2789
H -1.0164 -9.3232 0.9346
H -1.3954 -8.3767 -1.5959
H -1.8005 -7.1108 1.0362
H -2.8269 -7.1950 -0.4273
C 1.8704 5.4383 4.3237
C 1.8387 5.6629 2.8441
C 1.3004 4.5606 1.9060
O 0.1779 5.1254 1.2758
C 0.0406 6.4105 1.6115
O -0.8295 7.1678 1.3106
O 1.0726 6.7949 2.4131
H 1.9725 6.3674 4.8776
H 2.5648 4.6640 4.6549
H 0.9549 4.9348 4.6656
H 2.8452 5.7812 2.4307
H 0.9208 3.6771 2.4363
H 1.9921 4.1536 1.1658
C 4.3810 -0.4247 -4.0488
C 4.6532 -1.3787 -2.8983
C 3.3307 -2.0700 -2.3941
O 3.7344 -3.4447 -2.2473
C 4.8528 -3.6560 -2.9210
O 5.3868 -4.7062 -3.1170
O 5.4187 -2.4948 -3.3231
H 3.8644 0.4515 -3.6584
H 3.7182 -0.9661 -4.7251
H 5.3248 -0.1751 -4.5299
H 4.9569 -0.7938 -2.0269
H 2.5096 -1.9170 -3.0960
H 3.0291 -1.6920 -1.4217
C -1.7159 2.3126 3.2107
C -1.7961 2.4390 4.7006
C -3.1434 3.0737 5.1571
O -3.7396 2.0948 5.9738
C -2.9970 0.9804 6.0535
O -3.1953 0.0967 6.8168
O -1.8934 1.1461 5.2803
H -2.3609 1.4806 2.9102
H -0.7740 2.0113 2.7382
H -1.9696 3.1837 2.6025
H -0.9440 2.9782 5.1156
H -3.8669 3.3432 4.3901
H -2.8415 3.9190 5.7791
C -2.4020 -1.9174 2.5420
C -3.5374 -2.6228 1.8710
C -4.9120 -1.9594 2.0608
O -5.5989 -2.1873 0.8480
C -4.6777 -2.2839 -0.1283
O -4.9062 -2.2261 -1.2890
O -3.4346 -2.3643 0.4432
H -2.1709 -0.8826 2.3259
H -1.5391 -2.5703 2.3897
H -2.6279 -1.9755 3.6137
H -3.6166 -3.6936 2.0647
H -4.8857 -0.8617 2.1199
H -5.4865 -2.2582 2.9386
C 3.0624 -3.1851 1.5484
C 2.3748 -3.9204 2.6755
C 0.9252 -4.2876 2.3701
O 0.9504 -5.7273 2.4223
C 2.1614 -6.1671 2.8632
O 2.3709 -7.3101 3.1255
O 2.9873 -5.1490 3.0220
H 3.3643 -3.9221 0.8005
H 3.9690 -2.7001 1.9170
H 2.4992 -2.3795 1.0789
H 2.3033 -3.3118 3.5801
H 0.5729 -3.9423 1.3994
H 0.2587 -4.0152 3.1900
C -3.9427 6.5486 -0.9423
C -3.6357 5.5343 0.1368
C -4.6602 5.1196 1.2251
O -4.6267 3.6907 1.1910
C -3.7472 3.2598 0.2229
O -3.6444 2.1316 -0.1403
O -3.2019 4.3094 -0.3539
H -3.0132 6.8647 -1.4131
H -4.4863 7.4023 -0.5376
H -4.5662 6.1656 -1.7556
H -2.8187 5.9907 0.7132
H -5.6540 5.4654 0.9414
H -4.2537 5.5433 2.1392
C 7.2357 4.1967 -0.5451
C 6.0811 3.3532 -0.0193
C 5.4267 2.4882 -1.0773
O 5.2099 1.2692 -0.4024
C 5.8737 1.2750 0.8095
O 5.7627 0.4668 1.6538
O 6.6665 2.3811 0.8656
H 7.4262 5.0363 0.1279
H 6.9915 4.7164 -1.4759
H 8.1601 3.6395 -0.6703
H 5.4222 3.9476 0.6170
H 6.1630 2.2837 -1.8572
H 4.5157 3.0126 -1.3619

Here are the Mulliken charges for atoms 1 to 99, given in e:
1. C -1.528
2. C 1.509
3. C -0.628
4. O -0.257
5. C 0.637
6. O -0.521
7. O -0.394
8. H 0.380
9. H 0.293
10. H 0.390
11. H -0.413
12. H 0.455
13. H 0.137
14. C -0.168
15. C 0.433
16. C 1.214
17. O 0.150
18. C -0.134
19. O -0.444
20. O -0.125
21. H -0.205
22. H -0.185
23. H 0.292
24. H -0.334
25. H -0.915
26. H 0.418
27. C -1.111
28. C 0.321
29. C -0.115
30. O -0.303
31. C 0.627
32. O -0.504
33. O -0.310
34. H 0.124
35. H -0.025
36. H 0.578
37. H 0.367
38. H -0.131
39. H 0.425
40. C -1.440
41. C 0.442
42. C -0.662
43. O 0.016
44. C 0.453
45. O -0.517
46. O -0.387
47. H 0.346
48. H 0.348
49. H 0.365
50. H 0.306
51. H 0.363
52. H 0.295
53. C -1.272
54. C 0.527
55. C 0.368
56. O 0.052
57. C 0.408
58. O -0.568
59. O -0.412
60. H 0.363
61. H 0.396
62. H 0.165
63. H 0.332
64. H -0.011
65. H -0.286
66. C -1.306
67. C 1.052
68. C 0.403
69. O -0.309
70. C 0.442
71. O -0.590
72. O -0.428
73. H 0.165
74. H 0.436
75. H 0.365
76. H 0.068
77. H 0.037
78. H -0.346
79. C -0.792
80. C 0.570
81. C -0.360
82. O -0.383
83. C 0.691
84. O -0.529
85. O -0.412
86. H 0.066
87. H 0.176
88. H 0.212
89. H 0.194
90. H 0.231
91. H 0.278
92. C -0.269
93. C 0.519
94. C -0.579
95. O -0.406
96. C 0.320
97. O -0.470
98. O 0.132
99. H -0.400

=====

#ii
Molecular formula: C44H66O33
Method: DFT, wB97M-V/def2-TZVPD

Output
- 2S+1 = 1
- HOMO level (eV) = -10.4
- structure (SMILES) = C[C@H]1COC(=O)O1.C[C@H]1COC(=O)O1.C[C@H]1COC(=O)O1.C[C@H]1COC(=O)O1.C[C@H]1COC(=O)O1.C[C@H]1COC(=O)O1.C[C@H]1COC(=O)O1.C[C@H]1COC(=O)O1.C[C@H]1COC(=O)O1.C[C@H]1COC(=O)O1.C[C@H]1COC(=O)O1
- HOMO-LUMO gap (eV) = 10.019
- total charge = 0

Positions of all 143 atoms, in Å:
C -0.6878 -6.8063 -6.6627
C -1.2816 -6.0882 -5.4041
C -0.9628 -6.6923 -4.0033
O -0.0994 -5.7290 -3.4455
C -0.1195 -4.6408 -4.1497
O 0.3200 -3.5871 -3.8031
O -0.6943 -4.7964 -5.3463
H 0.3943 -6.9310 -6.6236
H -0.8634 -6.0022 -7.3774
H -1.2836 -7.7164 -6.7318
H -2.3370 -5.8155 -5.3985
H -0.3324 -7.5487 -4.2425
H -1.8822 -7.0051 -3.5084
C -3.4252 -1.8952 -3.9129
C -3.1044 -3.0804 -2.9715
C -4.1201 -3.2210 -1.7969
O -4.2497 -4.6141 -1.7056
C -3.9788 -5.2039 -2.8370
O -4.4008 -6.3132 -3.3006
O -3.3091 -4.2875 -3.6306
H -3.5271 -0.9774 -3.3337
H -4.3346 -2.1518 -4.4564
H -2.6474 -1.7891 -4.6692
H -2.0611 -3.1054 -2.6567
H -5.1375 -2.9653 -2.0927
H -3.9384 -2.8336 -0.7944
C 5.8998 0.5521 -0.0541
C 5.8335 0.5221 1.4743
C 4.5149 0.0281 2.1096
O 4.9232 -0.5832 3.3275
C 6.3362 -0.8522 3.2727
O 7.0142 -1.5138 4.0359
O 6.8057 -0.3342 1.9710
H 5.9417 -0.4379 -0.5083
H 6.6292 1.2809 -0.4076
H 4.9237 0.8352 -0.4481
H 6.1352 1.4396 1.9794
H 4.0142 -0.7094 1.4824
H 3.8828 0.9138 2.1741
C 3.2526 5.3468 2.1090
C 2.8762 4.2334 1.2119
C 1.3915 4.1109 0.7786
O 1.4923 3.6104 -0.5135
C 2.7951 3.7112 -1.0116
O 3.2277 3.5427 -2.1551
O 3.5636 4.2450 -0.0146
H 3.1786 6.2525 1.5070
H 4.2477 5.2852 2.5496
H 2.5680 5.3670 2.9569
H 3.1475 3.3652 1.8124
H 0.9463 5.1017 0.6883
H 0.8759 3.5149 1.5317
C -0.3207 -0.9472 -1.7552
C -0.4049 -0.6927 -0.1586
C 0.9144 -0.0912 0.5652
O 0.2360 1.0370 1.1365
C -1.1198 1.0787 0.9400
O -1.8853 1.9526 1.3592
O -1.5101 0.0928 0.0986
H 0.5346 -1.5514 -2.0578
H -0.1820 -0.0632 -2.3776
H -1.2547 -1.4484 -2.0091
H -0.4929 -1.7116 0.2184
H 1.7186 0.0445 -0.1580
H 1.1957 -0.8794 1.2636
C -2.5984 5.6404 4.4670
C -2.6008 5.1140 2.9096
C -3.7873 5.7006 2.1614
O -3.2382 5.9023 0.9115
C -1.9327 5.9182 1.0678
O -1.1152 6.1468 0.1867
O -1.5696 5.7057 2.2892
H -3.1109 4.9203 5.1049
H -3.0840 6.6125 4.5536
H -1.6877 5.7619 5.0534
H -2.4407 4.0365 2.8716
H -4.1382 6.6488 2.5688
H -4.6228 5.0007 2.1707
C -5.8680 2.8892 -0.4480
C -5.2862 2.1115 -1.6375
C -4.7624 0.8029 -1.4439
O -5.7493 -0.1549 -1.5672
C -6.6899 0.3974 -2.3190
O -7.6452 -0.2339 -2.7223
O -6.4425 1.7303 -2.4261
H -6.8295 3.3923 -0.5501
H -5.1220 3.5953 -0.0833
H -5.9974 2.1599 0.3517
H -4.6393 2.8059 -2.1736
H -4.3186 0.4658 -0.5072
H -3.9845 0.5143 -2.1508
C 0.4345 1.6917 6.8954
C 0.9557 1.2314 5.4651
C 0.4586 2.2891 4.4388
O 1.6153 2.7085 3.8407
C 2.7395 2.1770 4.4287
O 3.8408 2.5885 3.9175
O 2.3988 1.3142 5.4371
H 0.7710 2.6907 7.1727
H 0.5772 0.9643 7.6946
H -0.6528 1.7315 6.9598
H 0.6123 0.2202 5.2467
H -0.1279 3.1318 4.8049
H -0.2414 1.8228 3.7455
C -0.5827 3.0621 -3.4458
C -0.3420 4.5231 -3.7828
C 0.9552 5.0215 -4.4084
O 0.5716 6.0448 -5.3032
C -0.7950 6.1056 -5.3368
O -1.4963 6.9261 -5.9554
O -1.2899 5.0448 -4.7007
H 0.1578 2.6840 -2.7408
H -0.5679 2.5482 -4.4069
H -1.6098 3.0123 -3.0844
H -0.6704 5.0245 -2.8724
H 1.5126 4.2203 -4.8936
H 1.6209 5.4631 -3.6668
C 3.5386 -5.1688 -2.6229
C 2.5156 -5.0157 -1.4870
C 3.0269 -5.6038 -0.2402
O 2.6833 -4.6736 0.7522
C 2.6615 -3.4583 0.0726
O 2.8188 -2.3866 0.5944
O 2.4701 -3.6536 -1.2266
H 3.6920 -6.2002 -2.9405
H 4.4356 -4.6666 -2.2606
H 3.2041 -4.6893 -3.5429
H 1.4981 -5.3507 -1.6881
H 4.1022 -5.6820 -0.0800
H 2.6100 -6.5697 0.0449
C -0.2778 -3.9100 3.2653
C 0.9769 -4.3285 4.0709
C 1.9559 -3.1071 4.1809
O 2.2800 -2.9874 5.5916
C 1.6020 -3.8691 6.2545
O 1.5920 -3.9765 7.4554
O 0.7394 -4.4557 5.4429
H -0.0516 -3.9398 2.1994
H -0.5415 -2.8944 3.5602
H -1.0354 -4.6906 3.3351
H 1.5867 -5.1593 3.7160
H 1.6102 -2.2042 3.6775
H 2.9397 -3.0374 3.7167

Here are the Mulliken charges for atoms 1 to 99, given in e:
1. C -1.351
2. C 0.232
3. C -0.469
4. O -0.225
5. C 0.604
6. O -0.496
7. O -0.354
8. H 0.322
9. H 0.365
10. H 0.389
11. H 0.347
12. H 0.377
13. H 0.259
14. C -0.838
15. C 1.077
16. C -0.320
17. O -0.364
18. C 0.527
19. O -0.627
20. O -0.352
21. H -0.321
22. H 0.538
23. H 0.304
24. H -0.082
25. H 0.281
26. H 0.184
27. C -1.301
28. C 0.337
29. C 2.119
30. O -0.241
31. C 0.451
32. O -0.533
33. O -0.443
34. H 0.364
35. H 0.339
36. H 0.261
37. H 0.356
38. H -0.624
39. H -0.808
40. C -1.656
41. C 1.415
42. C 0.343
43. O -0.014
44. C 0.402
45. O -0.607
46. O -0.446
47. H 0.451
48. H 0.323
49. H 0.290
50. H -0.478
51. H 0.147
52. H -0.251
53. C -0.713
54. C 0.304
55. C 0.873
56. O 0.175
57. C 0.104
58. O -0.645
59. O -0.007
60. H 0.476
61. H 0.139
62. H -0.198
63. H -0.130
64. H 0.233
65. H -0.617
66. C -1.620
67. C 0.831
68. C -0.410
69. O -0.310
70. C 0.637
71. O -0.595
72. O -0.270
73. H 0.434
74. H 0.416
75. H 0.358
76. H -0.002
77. H 0.336
78. H 0.295
79. C -1.420
80. C 1.007
81. C -0.275
82. O -0.323
83. C 0.665
84. O -0.586
85. O -0.396
86. H 0.394
87. H 0.115
88. H 0.389
89. H 0.489
90. H 0.322
91. H -0.372
92. C -1.540
93. C 0.628
94. C 0.081
95. O 0.099
96. C 0.363
97. O -0.600
98. O -0.347
99. H 0.370

=====

Relative energy table, unit kJ/mol: #i 0.0; #ii 450.4

=====

#i
Molecular formula: C2H5NS3
Method: DFT, wB97M-V/def2-TZVPD

Output
- 2S+1 = 1
- HOMO level (eV) = -8.7
- structure (SMILES) = CSC(=S)NS
- HOMO-LUMO gap (eV) = 9.216
- total charge = 0

Positions of all 11 atoms, in Å:
C -3.0864 0.0005 0.1067
S -1.4769 -0.9675 -0.1215
C -0.0792 0.0881 -0.0060
S -0.0097 1.6760 -0.0396
N 1.0152 -0.7409 0.2575
S 2.6283 -0.3808 -0.0961
H -3.8442 -0.7311 0.3866
H -2.9805 0.7794 0.9173
H -3.1434 0.5288 -0.8502
H 0.8571 -1.6477 0.3068
H 2.7325 0.4811 0.9488

natural (NBO) atomic charges, in units of e:
1. C -0.703
2. S 0.223
3. C -0.153
4. S -0.053
5. N -0.740
6. S 0.199
7. H 0.239
8. H 0.242
9. H 0.238
10. H 0.385
11. H 0.123

=====

#ii
Molecular formula: C2H5NS3
Method: DFT, wB97M-V/def2-TZVPD

Output
- 2S+1 = 1
- HOMO level (alpha / beta) (eV) = -7.2 / -7.2
- HOMO-LUMO gap (alpha / beta) (eV) = 6.620 / 6.619
- total charge = 0

Positions of all 11 atoms, in Å:
C 0.4475 0.0579 -0.0614
C -0.5800 -0.0688 2.1084
N -0.5754 0.0674 0.7023
S 1.8829 -0.0114 -0.6592
S 1.1307 -0.3191 -3.4583
S -0.7941 -0.3964 -2.8229
H 0.2175 -0.7181 2.5754
H -0.2935 0.8734 2.6662
H -1.5125 -0.5758 2.4707
H -1.4027 0.2013 0.2355
H 1.4797 0.8896 -3.7567

natural (NBO) atomic charges, in units of e:
1. C 0.076
2. C -0.446
3. N -0.578
4. S 0.299
5. S -0.060
6. S -0.486
7. H 0.228
8. H 0.216
9. H 0.232
10. H 0.429
11. H 0.091

=====

Relative energy table, unit kJ/mol: #i 0.0; #ii 151.4